The following is a quantum chemistry calculation of C23H15F3NO3S as an isolated structure at a distorted geometry, from the Open Molecules 2025 dataset.

Geometry (Å):
C (-4.141, 0.154, 2.298)
C (-3.597, 1.425, 2.502)
C (-2.445, 1.744, 1.834)
C (-1.863, 0.827, 0.963)
C (-0.731, 1.573, 0.275)
C (0.493, 1.928, 1.196)
C (1.533, 0.957, 1.638)
C (2.714, 1.554, 2.103)
C (3.789, 0.798, 2.542)
C (3.687, -0.593, 2.572)
C (2.465, -1.194, 2.249)
C (1.380, -0.423, 1.833)
O (0.689, 3.108, 1.508)
C (-2.471, -0.379, 0.609)
C (-3.627, -0.713, 1.337)
H (-4.991, -0.131, 2.929)
H (-3.968, 2.166, 3.187)
H (-2.018, 2.766, 2.010)
H (-0.363, 1.095, -0.647)
H (2.787, 2.640, 2.142)
H (4.707, 1.281, 2.864)
H (4.541, -1.215, 2.872)
H (2.355, -2.274, 2.322)
H (0.388, -0.855, 1.700)
H (-2.093, -1.022, -0.203)
H (-4.124, -1.645, 1.144)
F (-0.323, 4.733, -2.067)
C (-0.243, 3.428, -2.343)
F (-0.886, 3.198, -3.493)
F (1.041, 3.094, -2.456)
S (-1.563, 3.104, 0.152)
N (0.337, 0.266, -3.500)
C (1.275, -0.047, -2.507)
O (2.093, 0.601, -1.882)
C (0.994, -1.494, -2.239)
C (-0.312, -1.742, -2.611)
C (-0.822, -3.014, -2.577)
C (0.085, -4.043, -2.272)
C (1.398, -3.776, -1.886)
C (1.849, -2.457, -1.793)
C (-0.821, -0.413, -3.088)
O (-1.998, -0.032, -2.992)
H (-1.861, -3.189, -2.824)
H (-0.240, -5.074, -2.337)
H (2.086, -4.573, -1.646)
H (2.816, -2.142, -1.418)

As for the HOMO energy: -4.49 eV. The calculation puts the gap between HOMO and LUMO at 0.2119 Ha. Its charge is -1.



The following is a quantum chemistry calculation of C23H15N7O7Pt as an isolated structure, from the Open Molecules 2025 dataset.

Geometry (Å):
Pt (-0.173, 1.010, -1.117)
C (-1.932, -4.328, -1.515)
C (-2.383, -3.243, -0.773)
C (-1.598, -2.115, -0.640)
C (-0.327, -2.061, -1.231)
C (0.115, -3.156, -1.994)
C (-0.687, -4.272, -2.131)
N (0.434, -0.913, -1.085)
C (1.828, -0.964, -1.192)
C (2.617, -2.051, -0.820)
C (3.994, -1.968, -0.928)
C (4.594, -0.807, -1.405)
C (3.833, 0.300, -1.752)
C (2.457, 0.225, -1.626)
N (1.576, 1.271, -1.858)
N (1.992, 2.490, -2.134)
C (0.993, 3.388, -2.006)
C (1.199, 4.745, -2.323)
C (0.156, 5.623, -2.209)
C (-1.102, 5.168, -1.787)
C (-1.252, 3.840, -1.478)
N (-0.236, 2.969, -1.570)
H (-2.552, -5.208, -1.623)
H (-3.354, -3.275, -0.298)
H (-1.944, -1.275, -0.061)
H (1.059, -3.103, -2.516)
H (-0.343, -5.102, -2.734)
H (2.154, -2.934, -0.400)
H (4.605, -2.804, -0.618)
H (5.672, -0.754, -1.480)
H (4.285, 1.223, -2.085)
H (2.182, 5.049, -2.649)
H (0.301, 6.668, -2.449)
H (-1.944, 5.837, -1.697)
H (-2.193, 3.426, -1.139)
O (-2.280, -2.046, 5.807)
N (-2.875, -1.413, 4.954)
O (-4.087, -1.319, 4.885)
C (-2.083, -0.723, 3.951)
C (-0.685, -0.826, 3.987)
C (0.058, -0.181, 3.049)
C (-0.515, 0.732, 2.068)
O (0.107, 1.606, 1.469)
C (-1.958, 0.571, 1.965)
C (-2.724, -0.052, 2.936)
N (-2.654, 1.115, 0.848)
O (-3.767, 1.560, 0.979)
O (-2.172, 0.996, -0.315)
N (1.503, -0.402, 3.045)
O (2.029, -0.739, 4.091)
O (2.082, -0.298, 1.982)
H (-0.203, -1.428, 4.743)
H (-3.803, -0.051, 2.878)

As for the HOMO energy (spin up / spin down): -7.24 / -8.50 eV. The calculation puts the gap between HOMO and LUMO (spin up / spin down) at 0.2207 / 0.2137 Ha. As for the spin multiplicity: 3. Its charge is 0.



The following is a quantum chemistry calculation of C23H16AsO5Tl as an isolated structure at a distorted geometry, from the Open Molecules 2025 dataset.

Geometry (Å):
O (0.300, 0.472, -7.112)
C (-0.113, 0.198, -6.081)
Tl (-0.961, -0.001, -3.480)
O (-3.863, 1.724, -5.701)
C (-3.176, 1.105, -5.027)
C (-3.233, -1.046, -1.758)
O (-4.026, -1.377, -1.008)
C (1.740, -3.093, -2.015)
O (0.742, -3.358, -1.481)
C (-1.845, -2.644, -4.188)
O (-2.226, -3.720, -4.163)
H (2.702, -3.287, -2.560)
C (-1.168, 4.226, 2.081)
C (0.087, 4.069, 1.482)
C (0.382, 2.908, 0.763)
C (-0.583, 1.899, 0.697)
C (-1.860, 2.058, 1.255)
C (-2.144, 3.231, 1.956)
As (-0.196, 0.227, -0.267)
C (1.750, 0.163, 0.032)
C (2.565, -0.059, -1.089)
C (3.953, -0.055, -0.942)
C (4.525, 0.048, 0.336)
C (3.702, 0.197, 1.457)
C (2.312, 0.280, 1.306)
C (-0.711, -0.945, 1.225)
C (-0.644, -0.558, 2.567)
C (-1.003, -1.469, 3.573)
C (-1.457, -2.750, 3.231)
C (-1.520, -3.131, 1.882)
C (-1.126, -2.240, 0.879)
H (-1.406, 5.144, 2.619)
H (0.837, 4.854, 1.554)
H (1.357, 2.783, 0.285)
H (-2.601, 1.260, 1.159)
H (-3.138, 3.356, 2.389)
H (2.101, -0.220, -2.068)
H (4.588, -0.131, -1.826)
H (5.611, 0.002, 0.463)
H (4.137, 0.281, 2.456)
H (1.692, 0.425, 2.189)
H (-0.331, 0.448, 2.856)
H (-0.941, -1.157, 4.621)
H (-1.789, -3.441, 4.015)
H (-1.878, -4.123, 1.603)
H (-1.142, -2.553, -0.166)

As for the HOMO energy (spin up / spin down): -13.62 / -13.62 eV. The calculation puts the gap between HOMO and LUMO (spin up / spin down) at 0.1348 / 0.1349 Ha. Its charge is +2.



The highest charge belongs to which entry? C23H16AsO5Tl



Which of these has the lowest charge? C23H15F3NO3S



Which of these has the lowest charge? C23H15F3NO3S



What is the charge in the second record? 0